#one
C3H6N4 | ωB97M-V with the def2-TZVPD basis set

```
! wB97M-V def2-TZVPD RIJCOSX def2/J DEFGRID3
* xyz 0 1
N 2.33 0.09 -0.22
N 1.36 -0.77 -0.06
C 0.05 -0.55 -0.21
C -1.09 -1.32 0.00
N -2.15 -0.72 0.05
N -1.99 0.63 0.02
C -0.43 0.88 0.03
H 3.10 -0.63 0.44
H 2.45 0.80 0.65
H -1.05 -2.44 -0.15
H -2.30 1.11 -1.01
H -0.28 1.73 -0.78
H 0.00 1.19 1.24
*
```

E_LUMO = 0.11 eV
Highest occupied orbital energy = -8.55 eV
Kohn-Sham gap = 0.318 Ha

***

#two
C3H6N4 | ωB97M-V with the def2-TZVPD basis set

```
! wB97M-V def2-TZVPD RIJCOSX def2/J DEFGRID3
* xyz 0 1
C 2.97 -0.14 -0.14
C 1.82 -0.32 0.10
C 0.34 -0.30 0.26
N -0.16 -1.45 -0.14
N -1.54 -1.41 -0.07
N -0.43 0.71 0.72
N -1.06 1.61 -0.31
H 4.06 -0.08 -0.25
H -1.95 -0.98 0.73
H -1.94 -2.25 -0.11
H 0.23 1.37 1.07
H -1.98 1.32 -0.79
H -0.36 1.92 -1.07
*
```

E_LUMO = 0.77 eV
Highest occupied orbital energy = -8.47 eV
Kohn-Sham gap = 0.340 Ha

***

#three
C3H6N4 | ωB97M-V with the def2-TZVPD basis set

```
! wB97M-V def2-TZVPD RIJCOSX def2/J DEFGRID3
* xyz 0 1
C 1.07 0.51 -1.31
C -0.18 -0.48 0.15
N 1.24 -0.45 0.49
C -0.85 -1.61 -0.17
N -0.83 0.61 0.78
N -1.96 0.90 0.33
N 1.25 1.70 -1.35
H 1.69 -1.35 0.42
H 1.51 0.11 1.29
H -2.30 1.72 0.86
H 1.61 2.43 -0.75
H -0.34 -2.50 -0.49
H -1.93 -1.58 -0.24
*
```

E_LUMO = -0.01 eV
Highest occupied orbital energy = -8.75 eV
Kohn-Sham gap = 0.321 Ha

***

#four
C3H6N4 | ωB97M-V with the def2-TZVPD basis set

```
! wB97M-V def2-TZVPD RIJCOSX def2/J DEFGRID3
* xyz 0 1
N -1.99 -0.02 -0.15
N -0.55 -0.12 -0.31
C 0.10 -1.34 0.05
N 1.40 -1.39 0.06
N 2.13 -0.32 -0.32
C 1.55 0.84 -0.18
C 0.24 0.99 0.31
H -2.33 -0.75 0.47
H -2.38 -0.14 -1.17
H -0.40 -2.28 0.26
H 2.12 1.77 -0.43
H -0.22 1.89 0.00
H 0.33 0.86 1.40
*
```

E_LUMO = 0.60 eV
Highest occupied orbital energy = -8.86 eV
Kohn-Sham gap = 0.348 Ha

***

Preferred: #four; penalty for the next structure: 1.683 eV.